#1
8
Properties=species:S:1:pos:R:3 method="wB97M-V/def2-TZVPD" gap_ev=11.4 lumo_energy_ev=0.499 smiles="O=C(O)CCl" spin_multiplicity=1
O -0.17 -1.41 -0.94
C 0.07 -0.29 -0.56
O -0.10 0.74 -1.44
C 0.33 0.11 0.88
Cl -1.27 0.25 1.73
H -0.59 0.31 -2.20
H 0.86 -0.78 1.43
H 0.86 1.07 1.09


#2
8
Properties=species:S:1:pos:R:3 method="wB97M-V/def2-TZVPD" gap_ev=11.0 lumo_energy_ev=0.475 smiles="O=CCl.C=O" spin_multiplicity=1
O 2.74 1.32 0.55
C 2.49 0.57 -0.30
Cl 2.69 -1.15 -0.11
H 2.11 0.86 -1.30
C -1.13 0.02 0.33
O -0.37 0.72 -0.26
H -0.73 -1.01 0.71
H -2.25 0.04 0.19


Taking the most stable structure as the zero point, the relative energies in hartree are #1 0.0000; #2 0.0529.